Record 1
{
  "formula": "C15H36O15",
  "method": "ωB97M-V/def2-TZVPD",
  "symbols": ["C", "O", "H", "O", "C", "C", "H", "H", "H", "H", "C", "H", "H", "O", "H", "O", "O", "H", "H", "H", "O", "C", "H", "H", "H", "C", "H", "C", "H", "C", "O", "H", "H", "O", "O", "O", "H", "H", "C", "H", "O", "H", "C", "H", "C", "H", "H", "C", "H", "C", "O", "H", "H", "H", "H", "O", "C", "H", "O", "C", "H", "H", "O", "H", "H", "H"],
  "xyz": [[16.534775, 15.278750, 8.105110], [8.820325, 10.393920, 7.964150], [15.203265, 15.978080, 13.518770], [11.192455, 13.923440, 5.495890], [12.057515, 11.619190, 12.986890], [10.449315, 15.123130, 5.378060], [7.861155, 11.202450, 9.552280], [17.886585, 17.282520, 7.626570], [6.814065, 10.035070, 8.581280], [8.172215, 9.522900, 9.653370], [7.802455, 10.284740, 8.967090], [8.731275, 9.550890, 7.513630], [8.260565, 15.372870, 9.662650], [16.129225, 14.013120, 8.348700], [6.550405, 15.659570, 9.771820], [10.465155, 12.474910, 8.004750], [11.630765, 9.237450, 10.468480], [13.645805, 16.288890, 12.609840], [10.994055, 13.443920, 6.303540], [19.454745, 16.551060, 7.971430], [7.384025, 14.373180, 7.476400], [14.756445, 13.667070, 8.370460], [11.902395, 10.862050, 13.755510], [10.878875, 15.735420, 4.585170], [10.211015, 12.225540, 10.025650], [14.456085, 15.592350, 12.825200], [11.083905, 11.990560, 12.667110], [10.904385, 8.155520, 10.043080], [8.726755, 6.638360, 9.920290], [7.323785, 13.284140, 6.528920], [14.054315, 14.386240, 13.370280], [8.244325, 13.153790, 5.959960], [12.508565, 11.181910, 12.096140], [12.899895, 12.653180, 13.556570], [13.326535, 13.537200, 11.434710], [10.074635, 7.782580, 11.033800], [13.075125, 10.615500, 10.329990], [8.569735, 6.646430, 11.696360], [9.271555, 6.600570, 10.863620], [9.966465, 5.760840, 10.871170], [7.345495, 16.518860, 8.114660], [14.576465, 12.628600, 8.648460], [7.487355, 16.109020, 9.442840], [14.318905, 13.836960, 7.386690], [7.375685, 15.654390, 7.052510], [7.126985, 12.328500, 7.014850], [10.047355, 13.805450, 9.548400], [18.493475, 16.388400, 7.483990], [14.904355, 15.348330, 11.862080], [13.379145, 13.540440, 12.688950], [15.783785, 16.236280, 8.114020], [9.418355, 14.910510, 5.095210], [13.488385, 9.078720, 9.520530], [9.869585, 11.722650, 7.973070], [7.645445, 16.986650, 10.069640], [17.798335, 15.224460, 7.738620], [10.645405, 12.925420, 9.311800], [10.382235, 15.561830, 6.373630], [11.008395, 7.669940, 8.921890], [12.683905, 9.775460, 9.756070], [14.230875, 14.251750, 9.125460], [11.703695, 13.101830, 9.504160], [7.176495, 16.085710, 5.951430], [18.702205, 16.294120, 6.418320], [6.484915, 13.335940, 5.834860], [12.483415, 10.197640, 8.771360]],
  "atomic_forces_ev_per_a": [[-2.71, -0.22, -0.35], [-1.15, -0.53, -0.24], [-0.24, 0.26, -0.21], [0.62, -0.14, -0.87], [0.10, -0.15, -0.23], [-0.54, -1.01, 0.58], [-0.59, 0.14, -0.25], [-0.13, -0.13, 0.10], [0.04, 0.28, -0.02], [-0.53, -0.33, 0.22], [1.31, 0.13, 0.92], [0.72, 0.01, -0.54], [0.25, 0.13, -0.48], [1.41, -0.42, 0.06], [-0.13, -0.09, 0.09], [0.40, 0.56, -0.89], [-2.16, -1.47, 1.13], [-0.16, -0.08, 0.44], [-0.33, 0.06, 0.40], [-0.22, -0.77, 0.58], [0.37, -0.38, -0.18], [-1.04, 0.94, 0.13], [0.23, 0.20, -0.04], [0.19, 0.16, 0.45], [0.49, -0.56, 0.22], [1.17, 0.50, -1.47], [0.06, 0.38, 0.20], [0.89, 0.38, -1.67], [0.09, -0.05, -0.02], [-0.24, -0.29, -0.70], [-0.04, 0.58, 2.60], [0.06, 0.38, 0.15], [0.17, 0.04, 0.34], [-1.02, -0.74, -0.85], [-0.63, -0.36, 3.12], [0.66, 0.87, -0.41], [0.00, -0.26, 0.16], [0.24, -0.37, -0.06], [0.45, 0.51, -0.38], [-0.46, -0.25, 0.14], [0.90, -0.17, -1.42], [0.84, -0.05, -0.08], [-0.61, -0.68, 1.21], [-0.07, 0.09, 0.02], [-1.80, 0.55, 0.68], [0.33, 0.42, 0.84], [0.22, 0.62, -0.41], [0.30, 1.84, -1.85], [0.32, 0.43, -0.09], [-0.01, -1.08, -3.72], [1.18, -0.55, 0.19], [-0.17, 0.02, -0.25], [-0.01, -0.38, 0.55], [-0.16, -0.28, -0.03], [0.13, 0.10, -0.34], [0.17, -1.44, 1.49], [-0.47, -0.08, 0.73], [0.24, 0.83, -0.19], [-0.41, 0.48, 2.06], [1.64, 0.68, -1.62], [-0.05, 0.18, -0.16], [-0.15, 0.03, 0.22], [0.71, -0.78, 0.24], [0.29, 0.53, -0.13], [0.03, 0.82, -0.07], [-0.96, -0.04, -0.05]],
  "energy_ha": -1721.6500,
  "charge": 0,
  "largest_force_ev_per_a": 3.87,
  "smiles": "COC(=O)OC.COC(=O)OC.COC(=O)OC.COC(=O)OC.CO.CO.CO",
  "de_lowest_kj_mol": 151.8,
  "multiplicity": 1,
  "gap_ev": 9.61,
  "lumo_energy_ha": 0.009
}

=====

Record 2
{
  "formula": "C3H9N4S",
  "method": "ωB97M-V/def2-TZVPD",
  "symbols": ["C", "S", "H", "N", "H", "H", "N", "H", "H", "N", "H", "H", "N", "C", "C", "H", "H"],
  "xyz": [[-0.205962, 0.767871, 0.476284], [-0.467082, -2.564869, -1.632248], [1.725245, -0.224843, 0.451315], [-1.145711, -1.281401, 1.261781], [1.770406, 1.374139, 0.965630], [-0.275110, -1.614703, 1.641403], [-1.079743, -0.325917, 0.311673], [0.678678, 1.889716, -1.179189], [-1.049058, 1.709747, -1.090871], [0.069902, 0.189522, -1.744614], [1.194323, -0.111110, 1.984671], [0.053045, 0.144613, -2.733743], [-0.163143, 1.350079, -0.892597], [1.244595, 0.453611, 1.017941], [-0.275319, -1.015832, -1.260247], [-1.618974, -2.142953, 1.079944], [-0.456093, 1.402331, 1.342867]],
  "atomic_forces_ev_per_a": [[2.63, -1.27, 3.58], [0.65, 1.69, 0.14], [1.75, -2.28, -2.53], [0.70, 0.42, 1.81], [0.77, 0.74, 0.85], [0.80, 0.36, 0.05], [0.41, -2.21, -3.79], [-0.99, 0.62, 1.05], [-1.90, 1.42, -0.70], [0.25, -2.37, 0.26], [-0.11, 1.47, -0.36], [0.08, 1.74, -1.35], [2.42, -2.10, -0.98], [-2.54, 0.27, 0.84], [-2.47, 0.48, 3.45], [-1.20, 0.18, -1.04], [-1.24, 0.83, -1.27]],
  "energy_ha": -736.4903,
  "charge": 1,
  "largest_force_ev_per_a": 4.62,
  "de_lowest_kj_mol": 525.7,
  "multiplicity": 1,
  "gap_ev": 8.54,
  "lumo_energy_ha": -0.135
}

=====

Record 3
{
  "formula": "CH6OSi",
  "method": "ωB97M-V/def2-TZVPD",
  "symbols": ["O", "H", "Si", "H", "H", "H", "H", "C", "H"],
  "xyz": [[-0.097169, -0.634231, 0.291059], [-1.510688, 0.978668, 0.137999], [1.419812, -0.047086, -0.045452], [2.140958, 0.005478, -1.240372], [1.928605, -1.015774, 0.910292], [-2.075383, -0.482767, 0.757197], [-1.484271, -0.600557, -0.977850], [-1.387789, -0.119569, -0.014130], [1.065926, 1.915834, 0.181257]],
  "atomic_forces_ev_per_a": [[0.66, 0.69, 0.05], [0.63, -0.48, -1.02], [-2.80, 2.76, 2.61], [0.53, -0.27, -1.72], [1.23, 0.29, 0.30], [0.01, -0.59, -0.42], [-1.58, 0.86, -0.49], [0.46, -0.23, 0.77], [0.84, -3.03, -0.09]],
  "energy_ha": -406.3449,
  "charge": 0,
  "largest_force_ev_per_a": 4.71,
  "de_lowest_kj_mol": 269.0,
  "multiplicity": 1,
  "gap_ev": 10.40,
  "lumo_energy_ha": 0.022
}

=====

Record 4
{
  "formula": "C19H32GeN2OPPd",
  "method": "ωB97M-V/def2-TZVPD",
  "symbols": ["C", "H", "C", "H", "H", "P", "C", "H", "C", "C", "H", "H", "H", "H", "H", "C", "H", "H", "H", "C", "N", "C", "O", "H", "C", "H", "H", "C", "C", "C", "Ge", "H", "N", "H", "C", "H", "H", "H", "H", "H", "H", "H", "C", "Pd", "C", "C", "H", "H", "C", "H", "H", "H", "H", "H", "H", "C", "C"],
  "xyz": [[-1.383167, 2.786848, -0.416524], [-3.979722, -3.404332, -1.740751], [3.967054, 0.703365, -0.467416], [-5.481847, -0.607215, -2.284763], [1.950871, -3.887427, -0.123873], [0.154825, -2.346430, 0.067644], [0.806682, 2.739724, -0.306715], [2.674087, -1.350045, 1.461993], [4.524491, 2.997665, -0.003797], [0.055035, -3.770628, -2.248207], [-5.454897, -0.202507, -0.565165], [3.792024, -2.664941, 1.101843], [4.257677, -0.321530, -0.659060], [-1.520991, 4.999113, -0.466329], [-4.754543, 0.910583, -1.752098], [-0.369138, -2.119788, 2.823715], [-0.900877, -3.287407, -2.379351], [2.901522, 4.335025, 0.178672], [-2.432657, -1.668025, -3.723429], [2.201488, 2.336523, -0.258553], [0.396283, 4.027894, -0.349873], [-2.024480, -0.285426, 0.045336], [1.760909, 0.004605, -0.724583], [-2.451653, 0.031394, 1.004320], [-0.536488, -3.040028, 1.610287], [0.675451, -1.994018, 3.098318], [1.008253, 4.824585, -0.354182], [1.928089, -2.806264, 0.033242], [-4.892487, -0.139335, -1.495888], [2.741738, -2.420365, 1.266381], [-3.180474, -1.058280, -1.375824], [2.418026, -2.966421, 2.152404], [-0.274218, 1.964499, -0.343199], [-0.782455, -1.129197, 2.630785], [-2.185491, -0.850504, -3.044149], [1.120375, -5.532760, -1.637785], [-2.457434, 0.084106, -3.534036], [5.263263, 3.764159, 0.180774], [-2.385320, 2.396359, -0.458125], [0.885336, -3.352810, -2.802433], [5.959170, 1.409707, -0.229255], [-1.107484, -0.854163, -2.883478], [2.586697, 0.995840, -0.479565], [-0.211093, -0.096127, -0.277657], [-0.975699, 4.074711, -0.413606], [-3.393362, -2.954798, -0.938462], [-0.443606, -5.319500, -0.836874], [2.331632, -2.329182, -0.858680], [4.909644, 1.674513, -0.236436], [-0.377380, -5.834684, -2.505354], [-0.075953, -4.014938, 1.784995], [-0.895779, -2.546146, 3.677680], [-2.430300, -3.461083, -0.889207], [-1.601445, -3.217165, 1.433213], [-3.921685, -3.106209, 0.001831], [0.100633, -5.175385, -1.769491], [3.187771, 3.308642, -0.018758]],
  "atomic_forces_ev_per_a": [[0.01, 0.01, 0.04], [-0.01, -0.01, 0.01], [-0.01, 0.02, -0.02], [0.00, 0.01, -0.01], [-0.02, 0.00, 0.06], [0.84, -1.13, -2.40], [-0.01, -0.01, -0.10], [-0.01, 0.00, 0.00], [0.01, 0.02, -0.02], [-0.72, 1.24, 2.58], [0.00, 0.00, 0.00], [0.01, 0.02, 0.04], [0.00, 0.00, 0.01], [0.00, 0.00, 0.03], [0.01, 0.00, -0.01], [0.02, 0.00, -0.01], [-0.05, -0.27, -0.55], [0.00, 0.00, 0.01], [-0.03, 0.03, -0.02], [0.00, -0.01, 0.08], [0.01, 0.01, 0.03], [0.05, -0.31, -0.04], [-0.04, 0.04, -0.07], [-0.02, 0.08, -0.03], [-0.32, -0.15, -0.19], [0.00, 0.02, -0.01], [0.00, 0.00, -0.04], [0.08, 0.30, 0.52], [-0.01, 0.00, 0.16], [0.10, -0.03, -0.12], [0.00, 0.05, -0.28], [0.00, 0.00, 0.00], [0.00, 0.01, -0.06], [-0.01, 0.00, -0.01], [-0.03, -0.07, -0.05], [0.00, 0.03, 0.02], [0.02, 0.02, 0.02], [0.00, 0.00, 0.02], [0.00, 0.00, -0.02], [0.03, 0.12, 0.14], [0.00, 0.00, -0.01], [0.00, 0.00, 0.02], [0.01, 0.01, -0.02], [0.08, 0.16, 0.47], [0.00, 0.00, -0.05], [-0.01, 0.04, 0.10], [-0.06, 0.01, -0.05], [-0.03, 0.03, 0.00], [0.01, -0.02, 0.01], [0.06, 0.05, -0.07], [0.02, 0.01, -0.01], [0.01, 0.00, 0.00], [-0.01, -0.01, 0.02], [0.00, -0.04, 0.02], [-0.02, 0.01, -0.01], [0.05, -0.23, -0.16], [-0.01, -0.01, 0.02]],
  "energy_ha": -3473.7637,
  "charge": 1,
  "largest_force_ev_per_a": 2.96,
  "de_lowest_kj_mol": 50.6,
  "multiplicity": 1,
  "gap_ev": 5.65,
  "lumo_energy_ha": -0.167
}

=====

Record 5
{
  "formula": "C6H25NO5",
  "method": "ωB97M-V/def2-TZVPD",
  "symbols": ["H", "H", "O", "H", "O", "C", "H", "H", "C", "H", "H", "H", "O", "H", "O", "H", "C", "H", "C", "H", "H", "H", "H", "H", "H", "H", "H", "C", "H", "H", "C", "H", "H", "H", "H", "O", "N"],
  "xyz": [[-2.336591, 2.604356, 0.746054], [-2.467885, 2.479368, -0.998082], [-0.211470, 2.937384, 3.060450], [-0.161160, 1.742582, 0.443677], [0.322411, -3.793822, -1.414287], [-0.361159, 0.875428, -0.187864], [-2.079610, 0.138625, 0.915339], [1.922413, 3.633967, 0.642402], [-1.874867, 0.620508, -0.050976], [-0.008871, -1.273758, 0.001741], [3.292579, -3.256461, -0.405279], [-3.461755, -0.517036, -1.010672], [2.465439, -3.096394, 0.090090], [-2.281102, 0.162673, -2.122037], [2.016317, 2.932255, 1.294643], [2.313398, -2.128625, 0.094040], [-2.399076, -0.312551, -1.143781], [-0.125976, -0.180210, 2.337164], [-2.634736, 1.934555, -0.061234], [1.287793, -1.195954, 2.047533], [-0.374563, -4.053039, -0.804386], [-3.710870, 1.788805, 0.060838], [1.136667, -3.618357, -0.881260], [1.586110, -0.600399, -1.477965], [-0.177237, 1.124166, -1.237887], [0.445567, -2.488340, -2.574908], [-1.836658, -1.245241, -1.120299], [0.777249, -0.278701, 1.741914], [-0.374554, -1.515165, -3.464274], [2.337561, 0.396382, -0.330780], [0.482605, -0.331953, 0.246162], [0.205809, 2.994571, 3.928230], [0.543608, 2.966262, 2.428887], [1.421753, 0.558808, 2.003908], [2.042825, 2.092928, 0.795852], [0.508590, -1.669235, -3.104820], [1.769456, -0.428374, -0.488142]],
  "atomic_forces_ev_per_a": [[0.20, -0.09, 0.10], [-0.06, -0.11, 0.00], [0.52, 0.02, -0.29], [0.36, 0.03, -0.08], [0.17, -0.07, 0.01], [-0.96, -0.54, 0.06], [0.20, 0.04, -0.02], [0.03, -0.05, -0.10], [-0.21, -0.04, 0.11], [-0.33, 0.08, 0.06], [-0.62, 0.30, 0.43], [0.02, -0.10, 0.06], [0.55, -0.64, -0.19], [0.08, -0.09, -0.03], [0.16, -0.48, -0.25], [0.27, 0.37, -0.36], [0.20, 0.26, 0.15], [-0.15, 0.06, -0.02], [-0.22, 0.43, -0.03], [-0.02, 0.07, 0.06], [0.14, 0.03, 0.00], [0.02, -0.10, -0.15], [-0.32, -0.17, 0.13], [0.12, 0.37, 0.08], [0.18, 0.05, 0.05], [-0.30, 0.05, -0.08], [-0.13, -0.14, -0.23], [0.07, -0.59, -0.08], [0.25, -0.10, 0.14], [0.04, -0.09, -0.37], [0.68, 0.54, -0.20], [-0.11, -0.01, -0.13], [-0.48, -0.03, 0.50], [0.04, 0.09, -0.03], [-0.08, 0.75, 0.28], [0.01, 0.26, -0.09], [-0.28, -0.36, 0.50]],
  "energy_ha": -674.5807,
  "charge": 0,
  "largest_force_ev_per_a": 1.10,
  "smiles": "CC(C)C[C@H](C)N.O.O.O.O.O",
  "de_lowest_kj_mol": 0.0,
  "multiplicity": 1,
  "gap_ev": 10.16,
  "lumo_energy_ha": 0.016
}